Below is C11H14N2O4 in the gas phase, with properties calculated with ωB97M-V/def2-TZVPD.

Positions of all 31 atoms, in Å:
O  -4.77880  3.35355  1.19903
O  2.66287  -0.83757  0.45022
O  1.70268  -3.72782  -1.36664
O  3.80769  -4.24476  -1.82666
N  2.03797  -1.04745  -1.72684
N  -0.28788  -1.49833  0.57568
C  -3.56901  2.72366  1.13496
C  -2.53734  3.36876  0.47809
C  -2.09794  0.86077  1.61247
C  -1.28464  2.75916  0.39004
C  -1.03883  1.50459  0.96427
C  1.79416  -0.74407  -0.40151
C  3.16992  -1.90090  -2.00869
C  2.80135  -3.36255  -1.69679
C  0.35931  -0.37064  -0.07109
C  -3.34534  1.47048  1.71062
C  0.32750  0.86575  0.84289
H  -5.37446  2.77281  1.67226
H  3.47285  -1.81811  -3.05914
H  -0.23061  -2.28771  -0.05240
H  -0.47482  3.27180  -0.12845
H  0.71190  0.58088  1.81489
H  4.61121  -3.81747  -2.01797
H  4.01769  -1.58863  -1.37844
H  1.04422  1.62409  0.46166
H  1.22977  -1.19231  -2.29504
H  -1.94966  -0.14705  2.05480
H  -4.16016  0.95870  2.22814
H  -2.71558  4.34839  0.04807
H  -0.17286  -0.10780  -0.99407
H  0.26683  -1.77020  1.38563

## Properties
LUMO level   0.39 eV
Relative energy (zero: lowest compared OMol25 entry of this formula, charge and spin)   0.000 eV
Maximum force   0.0393 hartree/bohr
SMILES   N[C@@H](Cc1ccc(O)cc1)C(=O)NCC(=O)O
Kohn-Sham gap   8.730 eV

Atom-resolved charges from Mulliken, all expressed in e:
1 O -0.547
2 O -0.668
3 O -0.513
4 O -0.470
5 N -0.221
6 N -0.630
7 C 0.908
8 C -0.635
9 C -0.456
10 C -0.470
11 C 0.358
12 C 0.252
13 C -0.954
14 C 0.740
15 C 0.285
16 C -0.478
17 C -1.272
18 H 0.266
19 H 0.418
20 H 0.261
21 H 0.303
22 H 0.354
23 H 0.333
24 H 0.431
25 H 0.414
26 H 0.302
27 H 0.316
28 H 0.246
29 H 0.390
30 H 0.427
31 H 0.310

Below is 8 unconnected molecules or ions with the total composition C58H129F3N6O7, with properties calculated with ωB97M-V/def2-TZVPD.

Positions of all 203 atoms, in Å:
F  2.26542  -14.22326  -4.61469
F  2.34403  -14.78074  -2.54102
F  0.55714  -13.86837  -3.41861
O  -9.92533  -19.16248  -3.77091
O  -0.02971  -16.57316  -3.07839
O  0.40900  -16.39607  -5.26021
O  -1.92400  -21.28803  -8.62267
O  -5.07163  -22.61309  -2.83429
O  -4.52879  -23.48876  -7.35382
O  -4.54036  -20.98958  -4.17227
N  0.95188  -28.52321  -2.85133
N  -7.43270  -20.38004  4.64750
N  -4.94838  -25.32856  0.95275
N  -10.47050  -21.93749  -3.06148
N  -5.86806  -23.57427  -5.41551
N  -1.23933  -19.63750  -6.09389
C  0.27091  -19.75358  -5.90727
C  -3.93762  -23.33879  2.01932
C  -4.64166  -26.82605  0.85859
C  -1.51700  -18.72635  -7.28340
C  -4.47484  -24.75915  2.29645
C  -3.87772  -23.13624  0.52429
C  -7.36665  -18.90913  1.01857
C  -0.45140  -26.54366  -3.69290
C  -10.33565  -23.44209  -3.19376
C  -9.68565  -20.91994  5.82799
C  -1.69076  -25.68521  -3.30851
C  -1.42077  -21.85522  -7.44815
C  2.88994  -27.61552  -1.58288
C  1.25096  -29.38130  -1.62063
C  -6.67388  -20.05668  5.90937
C  0.78521  -20.85958  -4.93861
C  -5.34931  -22.90514  -6.73462
C  -9.58570  -21.40413  -1.93472
C  -2.96508  -18.41876  -7.61100
C  -5.97398  -18.20510  0.88497
C  -8.57102  -23.89287  1.05651
C  -8.92598  -20.12056  4.74602
C  -1.81075  -24.51089  -4.27238
C  -13.02455  -22.23394  -3.42543
C  -11.90339  -21.60335  -2.60975
C  -0.12351  -27.48917  -2.53158
C  2.30617  -28.69759  -0.74739
C  -6.97340  -19.48879  3.45497
C  -0.84737  -17.64491  -1.06096
C  -7.40639  -19.97129  2.09598
C  -11.20742  -20.85418  5.64543
C  -1.89362  -21.01312  -6.26508
C  -6.45063  -22.41433  5.63865
C  -4.13397  -24.52879  -0.03262
C  -10.42072  -17.84126  -3.62848
C  -10.18001  -21.41576  -4.48611
C  -5.93497  -21.59383  -7.08332
C  0.36803  -17.17554  -1.85940
C  2.34724  -27.81994  -2.97394
C  -5.34241  -24.97217  -5.27635
C  -6.69660  -21.35140  6.67676
C  -4.46826  -21.50836  -3.03586
C  -4.53334  -27.41344  -0.56404
C  -8.10742  -21.72502  -2.09707
C  -6.44236  -25.17253  0.74428
C  0.97128  -16.17965  -4.02648
C  -4.49227  -28.94026  -0.59072
C  -0.66556  -31.22709  -4.99098
C  -4.65929  -29.44582  -2.01635
C  -3.74434  -20.70791  -1.96140
C  1.52113  -14.76935  -3.61261
C  0.71343  -29.40894  -4.06508
C  -1.78386  -19.00081  -4.80017
C  -7.11245  -21.87503  4.38618
C  -0.66529  -30.12560  -3.92855
C  -7.11487  -24.00261  1.49501
C  -10.61537  -19.94547  -4.74500
C  -1.88677  -22.14016  -9.73418
H  -6.06631  -17.40140  0.15879
H  -1.00624  -17.77256  -7.13628
H  -7.58721  -21.24622  -1.26528
H  -9.86291  -21.98234  -1.05437
H  -3.47140  -17.80109  -6.86762
H  -5.30351  -26.98643  -1.21314
H  -4.59255  -22.63358  2.53337
H  -9.72365  -20.33513  -1.80112
H  -6.43975  -21.97332  3.53366
H  1.73540  -28.32028  0.10334
H  -6.06625  -25.61475  -5.76926
H  1.87149  -20.76306  -5.01979
H  -11.09192  -23.89325  -3.82888
H  -9.06336  -23.04064  1.52567
H  2.72170  -26.60543  -1.19998
H  -7.72193  -19.33914  0.08119
H  1.58677  -30.00191  -4.32535
H  -3.41548  -19.78744  -2.43380
H  -4.48498  -30.51658  -2.09249
H  -3.62552  -25.39907  2.53532
H  0.62231  -18.77062  -5.57411
H  -3.13041  -17.97063  -8.58905
H  -4.46531  -20.51588  -1.16230
H  -0.73018  -30.59474  -2.94450
H  -7.51570  -21.37601  7.39490
H  -9.39333  -20.47022  3.82703
H  -5.14296  -18.85940  0.62311
H  -5.65268  -19.74951  5.68521
H  -6.87946  -23.55600  -5.50374
H  -0.33151  -21.95681  -7.50271
H  0.32036  -26.89963  -1.72972
H  3.98056  -27.58394  -1.60531
H  -1.98021  -24.89203  -5.28123
H  -1.68504  -21.46053  -5.29681
H  -12.91510  -22.14663  -4.50654
H  -0.52717  -27.07195  -4.64289
H  -13.95494  -21.73812  -3.15454
H  -10.39011  -23.95391  -2.23224
H  -5.77969  -17.80390  1.87980
H  -1.27813  -18.03948  -4.64586
H  0.39278  -25.86398  -3.81969
H  -1.59025  -25.35740  -2.26854
H  -1.11310  -19.16743  -8.19194
H  -1.70448  -16.97083  -1.10315
H  -3.57951  -19.32344  -7.66167
H  -6.97515  -21.68088  -7.41410
H  -8.10892  -18.15112  1.28111
H  -11.56417  -19.86975  5.33586
H  -4.70727  -22.50469  0.19887
H  3.00211  -28.51250  -3.50190
H  -7.30441  -18.49201  3.74963
H  0.90916  -16.47808  -1.21690
H  -1.15418  -18.58874  -1.52274
H  0.68914  -20.55900  -3.89362
H  -9.32961  -23.62141  -3.56797
H  -4.56284  -24.36771  -1.02451
H  -3.02144  -22.69958  0.01726
H  -5.15917  -24.89188  3.13016
H  -11.41403  -21.50310  4.79077
H  -2.67584  -26.15964  -3.26618
H  -9.91406  -17.24141  -2.87516
H  2.26721  -26.91614  -3.57449
H  -3.21356  -25.09656  -0.17083
H  -7.05187  -26.05563  0.93883
H  -5.21533  -29.40565  0.07998
H  -4.29266  -25.05696  -5.53288
H  -0.52941  -30.86293  -6.00913
H  -1.59476  -31.79283  -4.92034
H  -2.72643  -23.97238  -4.01058
H  -2.84542  -18.78574  -4.89375
H  -0.63091  -17.78305  -0.00164
H  -6.67297  -20.73751  1.81322
H  -8.61918  -23.77270  -0.02837
H  -7.95323  -22.79727  -1.96414
H  1.80198  -16.86712  -3.79761
H  -3.65072  -26.93711  1.29805
H  -2.93608  -21.23652  -1.45757
H  -10.34657  -19.54060  -5.72251
H  -6.58970  -23.05424  1.37606
H  1.54199  -30.39291  -1.90486
H  -1.04530  -27.97304  -2.21180
H  -11.78684  -21.12570  6.52318
H  -2.94716  -20.85152  -6.48186
H  -10.76430  -21.97937  -5.21289
H  -5.39494  -27.30781  1.47858
H  -8.33989  -20.53568  2.05721
H  -9.12917  -21.54309  -4.73536
H  -7.19946  -24.14751  2.57445
H  3.06871  -29.33367  -0.30256
H  -11.69777  -19.82237  -4.64584
H  -3.62538  -26.92115  -0.91965
H  -5.69168  -29.25256  -2.32220
H  -2.14402  -21.55238  -10.61259
H  -8.01490  -22.33292  3.98059
H  -1.45929  -29.38067  -3.96498
H  -1.80253  -22.87199  -7.29116
H  0.92860  -18.09444  -2.05990
H  -0.97548  -23.81319  -4.25149
H  -5.39920  -22.63618  5.45338
H  -7.12230  -19.28490  6.53433
H  -13.07289  -23.29896  -3.20276
H  -11.44570  -18.01633  -3.28263
H  -3.52878  -29.30207  -0.22120
H  -9.20081  -24.76565  1.23594
H  -6.57562  -25.05667  -0.33286
H  -9.36952  -21.96458  5.78910
H  -2.58377  -22.96574  -9.55331
H  -5.89854  -19.46832  3.63578
H  -11.97278  -20.51636  -2.58295
H  -5.90964  -21.37462  7.43740
H  -5.38912  -25.16576  -4.20284
H  -5.95354  -20.81059  -6.32429
H  -4.10762  -28.86673  -2.75977
H  -5.41900  -21.20029  -7.95844
H  -9.03055  -19.04634  4.88098
H  0.54387  -21.89754  -5.15682
H  -11.93970  -21.91966  -1.56802
H  -0.89799  -22.57887  -9.90257
H  0.26755  -29.53000  -1.17393
H  -1.52789  -19.65763  -3.97217
H  -9.51197  -20.63002  6.86554
H  -6.79959  -23.35104  6.07940
H  -7.53837  -21.42542  -2.97683
H  -2.96707  -23.23020  2.50331
H  0.57905  -28.75814  -4.93123
H  0.12385  -31.96053  -4.82530
H  -10.42444  -17.23908  -4.53925
H  0.68310  -20.01441  -6.88062
H  -5.58016  -23.05071  -4.57136

## Properties
LUMO level   -7.94 eV
Relative energy (zero: lowest compared OMol25 entry of this formula, charge and spin)   2.611 eV
Net charge   +4
Maximum force   0.0519 hartree/bohr
Kohn-Sham gap   3.494 eV

Results of the Mulliken charge analysis, in e, for atoms 1 through 99:
1 F -0.276
2 F -0.280
3 F -0.272
4 O -0.234
5 O -0.254
6 O -0.825
7 O -0.193
8 O -0.611
9 O -0.402
10 O -0.694
11 N 0.544
12 N 0.631
13 N 0.948
14 N 0.564
15 N 0.820
16 N 0.317
17 C -0.529
18 C -0.331
19 C -1.184
20 C -0.558
21 C -0.932
22 C -0.060
23 C -0.514
24 C -0.426
25 C -0.973
26 C -0.362
27 C 0.149
28 C -1.236
29 C -0.666
30 C -0.828
31 C -0.636
32 C -1.207
33 C 0.899
34 C -0.909
35 C -0.977
36 C -1.315
37 C -1.504
38 C -0.408
39 C -1.333
40 C -1.304
41 C -0.391
42 C -1.347
43 C -0.641
44 C -1.282
45 C -0.770
46 C 1.034
47 C -1.483
48 C -0.113
49 C -0.860
50 C -0.969
51 C -0.825
52 C -0.470
53 C -1.392
54 C -0.273
55 C -0.707
56 C -0.556
57 C -0.822
58 C 0.678
59 C 0.518
60 C -0.244
61 C -1.080
62 C -0.098
63 C -0.535
64 C -1.442
65 C -1.308
66 C -0.227
67 C 0.710
68 C -1.253
69 C -0.806
70 C 0.996
71 C 0.183
72 C 0.912
73 C -0.913
74 C -0.798
75 H 0.471
76 H 0.637
77 H -0.110
78 H 0.339
79 H 0.369
80 H 0.301
81 H -0.220
82 H 0.459
83 H -1.386
84 H 0.294
85 H 0.462
86 H 0.510
87 H 0.477
88 H 0.267
89 H 0.320
90 H -0.126
91 H 0.571
92 H 0.338
93 H 0.426
94 H 0.521
95 H 0.463
96 H 0.424
97 H -0.485
98 H 0.232
99 H 0.285